Record 1
A cluster of 2 separate species, C4H10I4Si2 in total in a non-equilibrium geometry, computed with ωB97M-V with the def2-TZVPD basis set.

E_HOMO (alpha / beta), eV: -8.60 / -8.60
Lowest unoccupied orbital energy (alpha / beta), eV: -2.494 / -2.493
ΔE to the lowest compared entry with this formula, charge and spin, kcal per mole: 74.1
Frontier orbital gap (alpha / beta), eV: 6.11 / 6.11

Last column: Löwdin charge in e.
Geometry (Å):
C: 0.5246 2.2786 0.1457  -0.0844
C: 0.2123 -0.5624 -0.8719  -0.1488
C: -0.6830 1.3968 0.4740  -0.2684
C: -0.1476 -0.0745 0.5569  -0.5493
Si: -1.4140 -1.3185 1.1709  0.5771
Si: -1.9707 -0.6227 3.3349  -0.8795
I: -4.7585 -0.6749 -0.0274  -0.2152
I: -2.6130 -2.5801 4.6473  0.3773
I: -3.6249 1.2907 3.6290  0.2807
I: -0.0239 0.5863 4.5225  0.2751
H: 0.4174 3.2212 0.5951  0.0650
H: 0.4457 2.5935 -0.8419  0.0582
H: 1.4524 1.8874 0.3753  0.0590
H: -0.1207 -1.6327 -1.0894  0.0590
H: -0.2981 0.1554 -1.5594  0.0923
H: 1.3250 -0.6404 -1.0686  0.0956
H: -0.9683 1.8262 1.3747  0.0428
H: -1.4340 1.5705 -0.2293  0.0903
H: 0.8029 -0.0784 1.1861  0.1140
H: -1.2146 -2.7164 0.7630  -0.0409

---

Record 2
A cluster of 2 separate species, C4H10IN in total in a non-equilibrium geometry, computed with ωB97M-V with the def2-TZVPD basis set.

E_HOMO, eV: -8.66
SMILES: C/C=C/C.NI
Lowest unoccupied orbital energy, eV: 0.165
ΔE to the lowest compared entry with this formula, charge and spin, kcal per mole: 12.6
Frontier orbital gap, eV: 8.82

Last column: Löwdin charge in e.
Geometry (Å):
C: 1.0085 0.3019 -1.7448  -0.1220
C: -2.0263 0.1858 0.6470  -0.1065
C: -0.1344 -0.1514 -0.9334  -0.2489
C: -0.9098 0.7569 -0.2904  -0.1580
N: 1.7053 -0.4447 1.7254  -0.6062
I: 2.4277 -2.2645 1.3162  0.6424
H: 0.9535 1.4267 -1.6939  0.0870
H: 1.9880 0.0330 -1.1977  0.0845
H: 1.0130 0.0197 -2.7815  0.0624
H: -1.7543 -0.8011 0.8234  0.0185
H: -2.2167 0.6855 1.6138  0.0598
H: -3.1392 0.2268 0.1608  0.1188
H: -0.2622 -1.2073 -0.7192  0.0935
H: 1.0484 0.0481 0.9466  0.0151
H: -0.8455 1.8205 -0.4687  0.0939
H: 1.1440 -0.6360 2.5964  -0.0344